[1]
A structure of composition C45H43AsClN4O4PdS3. Source: OMol25; level of theory: the ωB97M-V functional and the def2-TZVPD basis.

Structure (ORCA input):
```
! wB97M-V def2-TZVPD RIJCOSX def2/J DEFGRID3
* xyz 1 3
Pd 0.017 -0.327 0.249
O -3.046 -2.349 -1.046
Cl -1.984 -1.553 -0.605
O -1.283 -2.244 0.458
O -2.478 -0.310 -0.097
O -1.071 -1.300 -1.675
N 1.418 0.994 -0.779
S 2.849 1.145 -1.022
N 3.890 -0.167 -0.939
S 4.718 -0.753 0.222
N 4.065 -1.268 1.533
S 2.465 -1.732 1.569
N 1.538 -0.619 1.805
C 2.390 -2.807 0.099
C 1.820 -2.398 -1.091
C 1.871 -3.242 -2.191
C 2.504 -4.470 -2.098
C 3.087 -4.863 -0.903
C 3.032 -4.029 0.202
C 2.427 -2.897 2.949
C 1.202 -3.526 3.124
C 1.027 -4.370 4.207
C 2.064 -4.564 5.107
C 3.278 -3.920 4.928
C 3.466 -3.077 3.844
C 6.003 0.375 0.796
C 6.044 0.701 2.139
C 6.975 1.626 2.583
C 7.844 2.216 1.681
C 7.803 1.874 0.339
C 6.879 0.945 -0.112
C 5.568 -2.140 -0.544
C 5.331 -2.418 -1.877
C 5.942 -3.515 -2.457
C 6.783 -4.316 -1.700
C 6.998 -4.040 -0.357
C 6.384 -2.948 0.233
C 3.118 1.689 -2.726
C 2.021 2.268 -3.341
C 2.146 2.762 -4.629
C 3.365 2.674 -5.284
C 4.450 2.069 -4.668
C 4.331 1.571 -3.379
C 3.690 2.356 0.026
C 3.342 2.342 1.365
C 3.905 3.281 2.213
C 4.789 4.225 1.708
C 5.131 4.224 0.365
C 4.583 3.277 -0.485
H 1.356 -1.414 -1.197
H 1.409 -2.929 -3.114
H 2.537 -5.126 -2.953
H 3.578 -5.820 -0.825
H 3.485 -4.318 1.137
H 0.402 -3.342 2.417
H 0.081 -4.870 4.348
H 1.919 -5.211 5.958
H 4.080 -4.067 5.635
H 4.398 -2.556 3.687
H 5.341 0.227 2.806
H 7.015 1.886 3.630
H 8.561 2.943 2.028
H 8.488 2.330 -0.357
H 6.838 0.664 -1.153
H 4.664 -1.772 -2.426
H 5.762 -3.738 -3.497
H 7.278 -5.158 -2.159
H 7.647 -4.675 0.226
H 6.528 -2.721 1.279
H 1.093 2.310 -2.791
H 1.297 3.216 -5.117
H 3.469 3.077 -6.281
H 5.393 1.991 -5.189
H 5.162 1.095 -2.882
H 2.634 1.595 1.704
H 3.651 3.284 3.261
H 5.199 4.975 2.367
H 5.810 4.964 -0.033
H 4.833 3.267 -1.535
C 0.154 2.293 3.250
As -0.889 1.263 1.924
C -2.428 2.482 1.735
C -1.591 -0.187 3.071
C -2.189 0.262 4.360
C -3.534 0.614 4.426
C -4.110 0.982 5.629
C -3.349 1.002 6.786
C -2.009 0.657 6.733
C -1.429 0.300 5.528
H -0.500 2.558 4.086
H 0.563 3.197 2.797
H 0.969 1.666 3.606
H -2.866 2.670 2.717
H -3.157 2.013 1.079
H -2.104 3.427 1.296
H -0.731 -0.847 3.237
H -2.332 -0.715 2.464
H -4.134 0.567 3.529
H -5.158 1.236 5.665
H -3.800 1.278 7.726
H -1.416 0.650 7.637
H -0.383 0.020 5.488
*
```

Calculated values
LUMO level (spin up / spin down) in eV: -2.517 / -3.526
⟨S²⟩: 2.0070
HOMO level (spin up / spin down) in eV: -10.26 / -10.64
Energy in Ha: -6278.19307

Löwdin population analysis, charges in e, atoms 1 to 99: 0.690 -0.255 0.588 -0.382 -0.389 -0.350 -0.350 0.790 -0.358 0.887 -0.364 0.779 -0.351 -0.309 -0.105 -0.041 -0.057 -0.056 -0.070 -0.321 -0.064 -0.049 -0.059 -0.061 -0.068 -0.295 -0.067 -0.052 -0.055 -0.055 -0.061 -0.299 -0.069 -0.054 -0.052 -0.051 -0.057 -0.306 -0.055 -0.050 -0.059 -0.061 -0.090 -0.301 -0.089 -0.064 -0.063 -0.057 -0.059 0.045 0.121 0.114 0.115 0.117 0.111 0.115 0.112 0.110 0.099 0.106 0.118 0.115 0.116 0.113 0.104 0.117 0.114 0.114 0.118 0.104 0.114 0.112 0.111 0.093 0.071 0.114 0.112 0.116 0.107 -0.262 1.178 -0.247 -0.311 -0.316 -0.059 -0.074 -0.086 -0.080 -0.064 0.035 0.025 0.015 0.028 0.023 0.032 0.055 0.068 0.116 0.106

[2]
A structure of composition C29H22AuCl2N4O2. Source: OMol25; level of theory: the ωB97M-V functional and the def2-TZVPD basis.

Structure (ORCA input):
```
! wB97M-V def2-TZVPD RIJCOSX def2/J DEFGRID3
* xyz -1 1
Au 0.752 0.478 0.597
C 4.845 -1.063 1.449
O 3.987 -1.459 2.547
C 2.736 -1.126 2.170
N 2.576 -0.568 1.040
C 3.880 -0.461 0.392
C 3.931 -1.187 -0.934
C 2.897 -2.015 -1.351
C 2.994 -2.688 -2.562
C 4.118 -2.542 -3.360
C 5.151 -1.709 -2.948
C 5.052 -1.032 -1.743
C 1.618 -1.367 3.100
C 1.750 -1.367 4.482
C 0.580 -1.378 5.234
C -0.646 -1.358 4.585
C -0.648 -1.398 3.193
N 0.459 -1.436 2.477
C -1.868 -1.248 2.378
N -1.919 -1.431 1.135
C -3.240 -0.972 0.703
C -3.825 -0.300 1.960
O -2.963 -0.763 3.028
C -3.147 -0.042 -0.489
C -4.109 0.938 -0.698
C -4.021 1.794 -1.787
C -2.964 1.680 -2.677
C -1.998 0.707 -2.470
C -2.091 -0.155 -1.388
H 5.353 -1.953 1.083
H 5.574 -0.349 1.829
H 4.082 0.597 0.215
H 2.006 -2.107 -0.743
H 2.177 -3.319 -2.886
H 4.186 -3.065 -4.306
H 6.026 -1.577 -3.572
H 5.851 -0.366 -1.433
H 2.727 -1.326 4.943
H 0.626 -1.352 6.315
H -1.578 -1.283 5.124
H -3.814 -1.866 0.427
H -4.849 -0.583 2.196
H -3.719 0.786 1.913
H -4.922 1.067 0.009
H -4.757 2.578 -1.914
H -2.868 2.378 -3.498
H -1.140 0.647 -3.129
H -1.308 -0.874 -1.190
Cl -3.228 3.138 1.177
C -2.514 3.032 -0.427
C -3.131 3.726 -1.432
C -2.623 3.703 -2.735
C -1.462 2.968 -2.948
C -0.843 2.275 -1.930
Cl 0.612 1.394 -2.396
C -1.317 2.201 -0.555
N -0.886 1.539 0.474
H -4.024 4.293 -1.195
H -3.104 4.242 -3.540
H -1.020 2.924 -3.937
*
```

Calculated values
LUMO level in eV: 2.301
HOMO level in eV: -2.24
ΔE to the lowest compared entry with this formula, charge and spin in eV: 8.5804
Energy in Ha: -2543.58243

Computed Löwdin charges, given in elementary charges: 0.765 -0.059 0.019 -0.308 -0.021 -0.240 -0.190 -0.024 -0.071 -0.098 -0.093 -0.050 -0.210 0.002 -0.051 0.016 -0.178 0.137 -0.346 0.177 -0.238 -0.101 -0.016 -0.216 -0.100 -0.129 -0.217 -0.198 -0.087 0.127 0.124 0.149 0.104 0.105 0.097 0.097 0.114 0.112 0.104 0.116 0.143 0.119 0.055 0.099 0.119 0.079 0.037 0.084 0.673 -0.582 -0.215 -0.185 -0.221 -0.615 0.642 -0.542 -0.181 0.110 0.127 0.128

[3]
A structure of composition C7H14N2O. Source: OMol25; level of theory: the ωB97M-V functional and the def2-TZVPD basis.

Structure (ORCA input):
```
! wB97M-V def2-TZVPD RIJCOSX def2/J DEFGRID3
* xyz 0 1
C -1.088 0.515 0.762
C 1.799 -0.136 -0.186
C -0.953 0.300 2.215
C -1.445 1.869 0.254
C 0.328 0.062 -2.358
C -1.133 -0.632 -0.054
C 0.461 -0.817 -1.118
N 2.179 -1.106 0.793
N -1.863 -1.649 -0.002
O 0.623 -2.050 -1.245
H -1.404 -2.452 -0.440
H 2.689 -0.775 1.601
H 2.303 -2.015 0.352
H 1.648 0.849 0.263
H 2.512 -0.053 -1.011
H -0.761 1.215 2.775
H -1.885 -0.133 2.590
H -0.134 -0.436 2.348
H -2.463 2.093 0.596
H -1.422 1.926 -0.830
H -0.817 2.644 0.699
H 1.065 -0.257 -3.094
H -0.671 -0.088 -2.770
H 0.430 1.123 -2.141
*
```

Calculated values
LUMO level (spin up / spin down) in eV: -0.709 / -1.151
HOMO level (spin up / spin down) in eV: -7.78 / -7.73
ΔE to the lowest compared entry with this formula, charge and spin in eV: 4.3835
Energy in Ha: -459.71775

Computed Löwdin charges, given in elementary charges: -0.257 -0.210 -0.036 -0.032 -0.044 -0.209 -0.519 -0.017 0.188 -0.042 0.065 0.069 0.074 0.094 0.088 0.084 0.103 0.095 0.103 0.075 0.087 0.088 0.081 0.070

[4]
A structure of composition C31H45IrNO2P2S4. Source: OMol25; level of theory: the ωB97M-V functional and the def2-TZVPD basis.

Structure (ORCA input):
```
! wB97M-V def2-TZVPD RIJCOSX def2/J DEFGRID3
* xyz 2 2
Ir -0.335 -0.309 -0.393
C 0.380 -4.344 1.922
C -0.044 -2.999 1.413
S 0.776 -2.401 0.048
C -1.097 -2.310 2.002
C -1.851 -2.862 3.179
S -1.666 -0.841 1.392
H 1.167 -4.767 1.303
H -0.462 -5.040 1.943
H 0.759 -4.253 2.943
H -1.212 -3.491 3.795
H -2.697 -3.469 2.845
H -2.248 -2.059 3.797
C -2.476 2.309 0.457
P -1.851 1.329 -0.935
C -1.478 2.600 -2.192
C -3.322 0.436 -1.557
C -2.883 -0.699 -2.481
P -1.615 -1.725 -1.625
C -0.799 -2.711 -2.923
C -2.675 -2.969 -0.836
H -3.267 2.978 0.117
H -1.655 2.893 0.871
H -2.863 1.663 1.243
H -2.188 2.544 -3.018
H -0.467 2.510 -2.579
H -1.566 3.580 -1.729
H -4.003 1.131 -2.050
H -3.843 0.039 -0.681
H -2.469 -0.313 -3.415
H -3.718 -1.347 -2.754
H -1.325 -2.562 -3.866
H -0.861 -3.762 -2.644
H 0.248 -2.458 -3.052
H -3.176 -3.482 -1.659
H -3.418 -2.518 -0.182
H -2.089 -3.692 -0.272
O 1.778 1.443 -0.262
S 2.817 2.405 -0.779
C 3.550 3.257 0.658
C 2.644 3.305 1.886
C 2.907 2.152 2.851
C 1.816 2.030 3.910
S 0.476 0.886 3.438
O 0.344 0.969 1.938
C 1.332 -0.636 3.819
C 2.220 -1.204 2.917
C 2.922 -2.341 3.287
C 2.724 -2.907 4.542
C 1.811 -2.346 5.426
C 1.107 -1.206 5.065
C 1.994 3.805 -1.521
C 0.996 4.527 -0.873
C 0.470 5.652 -1.484
C 0.923 6.044 -2.740
C 1.901 5.308 -3.390
C 2.444 4.185 -2.777
H 3.803 4.248 0.281
H 4.484 2.737 0.876
H 1.596 3.286 1.593
H 2.820 4.250 2.405
H 3.863 2.312 3.354
H 2.997 1.222 2.292
H 1.342 2.991 4.115
H 2.187 1.634 4.855
H 2.345 -0.766 1.935
H 3.629 -2.786 2.599
H 3.278 -3.790 4.828
H 1.651 -2.794 6.398
H 0.401 -0.756 5.753
H 0.627 4.206 0.092
H -0.291 6.234 -0.979
H 0.512 6.928 -3.208
H 2.250 5.611 -4.368
H 3.223 3.614 -3.268
C 2.646 -0.132 -4.437
C 1.340 0.318 -4.546
C 0.530 0.288 -3.428
N 0.941 -0.151 -2.234
C 2.214 -0.564 -2.131
C 3.086 -0.580 -3.202
H 3.303 -0.137 -5.296
H 0.946 0.686 -5.483
H -0.492 0.628 -3.495
H 2.534 -0.888 -1.152
H 4.096 -0.936 -3.059
*
```

Calculated values
LUMO level (spin up / spin down) in eV: -5.209 / -6.954
⟨S²⟩: 0.7609
HOMO level (spin up / spin down) in eV: -12.77 / -13.55
ΔE to the lowest compared entry with this formula, charge and spin in eV: 0.6107
Energy in Ha: -3792.86725

Computed Löwdin charges, given in elementary charges: 0.626 -0.086 -0.722 0.734 -0.703 -0.080 0.753 0.078 0.101 0.082 0.084 0.099 0.083 -0.233 0.709 -0.202 -0.369 -0.352 0.704 -0.205 -0.221 0.069 0.048 0.028 0.067 0.023 0.046 0.104 0.085 0.081 0.103 0.069 0.063 0.032 0.074 0.051 0.052 -0.592 1.002 -0.288 -0.232 -0.223 -0.289 0.991 -0.659 -0.397 -0.105 -0.066 -0.065 -0.057 -0.080 -0.400 -0.090 -0.066 -0.052 -0.054 -0.085 0.101 0.096 0.077 0.130 0.130 0.087 0.098 0.101 0.084 0.118 0.117 0.117 0.118 0.102 0.117 0.117 0.116 0.109 -0.020 -0.018 -0.156 -0.120 -0.192 -0.016 0.126 0.123 0.079 0.067 0.126

[5]
The ion CH2ClO5S2 with charge -1. Source: OMol25; level of theory: the ωB97M-V functional and the def2-TZVPD basis.

Structure (ORCA input):
```
! wB97M-V def2-TZVPD RIJCOSX def2/J DEFGRID3
* xyz -1 1
C 1.538 -0.032 -2.020
O 0.346 0.087 2.227
O -2.878 1.442 -0.022
O -0.394 1.352 0.185
O 0.267 -2.196 1.534
O -1.578 -0.682 0.856
S -1.710 1.093 0.815
S -0.026 -0.812 1.204
Cl 0.924 -1.231 -0.980
H 2.585 0.166 -1.958
H 0.927 0.813 -1.841
*
```

Calculated values
LUMO level (spin up / spin down) in eV: 2.479 / 2.744
HOMO level (spin up / spin down) in eV: -4.55 / -5.05
ΔE to the lowest compared entry with this formula, charge and spin in eV: 3.1810
Energy in Ha: -1671.98540

Computed Löwdin charges, given in elementary charges: -0.420 -0.359 -0.490 -0.550 -0.418 -0.505 0.699 0.409 0.690 -0.019 -0.037

[6]
A cluster of 2 separate species, C16H21F8N4O2S in total. Source: OMol25; level of theory: the ωB97M-V functional and the def2-TZVPD basis.

Structure (ORCA input):
```
! wB97M-V def2-TZVPD RIJCOSX def2/J DEFGRID3
* xyz 1 1
C 3.942 -3.083 1.519
C 3.852 -2.719 0.039
C 2.538 -2.101 -0.518
C 2.746 -0.686 -1.072
C 1.346 -2.021 0.395
C 0.382 -1.063 0.423
N -0.554 -1.408 1.372
C -1.761 -0.648 1.691
C -2.773 -0.692 0.562
S -3.444 -2.343 0.327
C -2.281 -2.989 -0.784
N -2.099 -4.246 -0.972
N -1.141 -4.327 -1.985
C -0.834 -3.131 -2.286
O -1.518 -2.192 -1.567
C -0.182 -2.555 1.922
N 0.957 -2.939 1.355
H 4.980 -3.294 1.772
H 3.598 -2.285 2.177
H 3.410 -4.010 1.751
H 4.088 -3.611 -0.540
H 4.648 -2.006 -0.176
H 2.223 -2.707 -1.373
H 3.616 -0.657 -1.726
H 1.891 -0.410 -1.685
H 2.867 0.040 -0.270
H 0.288 -0.162 -0.159
H -2.203 -1.126 2.564
H -1.463 0.372 1.925
H -2.382 -0.282 -0.369
H -3.627 -0.073 0.840
H -0.129 -2.812 -3.035
H -0.715 -3.074 2.700
H 1.459 -3.779 1.593
C -0.164 4.250 0.510
C 0.138 2.886 -0.120
C 0.290 2.799 -1.644
F -0.854 3.115 -2.267
F 0.580 1.500 -1.933
F -0.762 1.951 0.289
F 1.358 2.500 0.361
O -1.506 4.496 0.861
C -2.392 5.088 -0.001
C -3.632 4.204 -0.201
F -3.262 3.008 -0.719
F -4.462 4.811 -1.066
F -1.826 5.407 -1.175
F -2.831 6.225 0.570
H 0.368 4.236 1.460
H 0.262 5.055 -0.090
H 1.102 3.438 -1.998
H -4.135 4.047 0.755
*
```

Calculated values
LUMO level in eV: -2.573
HOMO level in eV: -12.16
Energy in Ha: -2188.67368

Computed Löwdin charges, given in elementary charges: -0.099 -0.185 -0.281 -0.053 -0.155 0.021 -0.031 -0.161 -0.433 1.050 -0.719 0.061 0.075 -0.186 0.016 -0.017 0.183 0.085 0.082 0.063 0.116 0.109 0.138 0.095 0.064 0.096 0.118 0.128 0.126 0.086 0.092 0.138 0.172 0.161 -0.039 -0.419 -0.288 0.117 0.071 0.101 0.097 0.051 -0.549 -0.284 0.085 0.119 0.161 0.160 0.153 0.155 0.181 0.176

[7]
A structure of composition C7H10Cl10F6NO4S2V. Source: OMol25; level of theory: the ωB97M-V functional and the def2-TZVPD basis.

Structure (ORCA input):
```
! wB97M-V def2-TZVPD RIJCOSX def2/J DEFGRID3
* xyz 1 4
V -2.299 -2.480 -0.348
C 1.381 -0.899 0.006
F 1.392 -1.746 -1.028
F 2.464 -1.031 0.713
F 1.193 0.334 -0.384
S -0.092 -1.432 1.071
O -0.436 -2.837 0.783
O 0.201 -1.132 2.406
N -1.434 -0.744 0.326
S -1.800 0.668 1.119
O -2.571 0.413 2.276
O -0.672 1.525 1.225
C -2.905 1.422 -0.121
F -3.960 0.613 -0.318
F -3.306 2.593 0.322
F -2.240 1.558 -1.267
C 2.414 1.149 -3.930
Cl 3.351 0.735 -2.483
Cl 3.447 1.421 -5.324
H 1.748 0.325 -4.135
H 1.890 2.075 -3.739
C 2.156 -1.877 5.124
Cl 3.016 -1.069 6.425
Cl 3.043 -1.818 3.588
H 1.961 -2.911 5.381
H 1.211 -1.369 4.969
C 1.779 3.531 0.856
Cl 2.855 4.830 1.301
Cl 0.910 3.890 -0.624
H 2.337 2.610 0.730
H 1.050 3.389 1.645
C -0.201 -6.517 -0.184
Cl -0.891 -8.108 -0.158
Cl -1.480 -5.293 -0.516
H 0.200 -6.283 0.793
H 0.553 -6.467 -0.957
C -3.190 4.266 -3.014
Cl -2.460 3.701 -4.522
Cl -4.841 3.668 -2.791
H -2.576 3.943 -2.183
H -3.201 5.349 -3.030
*
```

Calculated values
LUMO level (spin up / spin down) in eV: -6.472 / -6.216
⟨S²⟩: 3.7578
HOMO level (spin up / spin down) in eV: -12.74 / -12.74
ΔE to the lowest compared entry with this formula, charge and spin in eV: 0.0000
Energy in Ha: -7569.55397

Computed Löwdin charges, given in elementary charges: 1.196 -0.696 0.139 0.171 0.134 0.685 -0.426 -0.217 -0.410 0.611 -0.209 -0.244 -0.692 0.126 0.189 0.136 -1.021 0.537 0.540 0.020 0.018 -1.026 0.541 0.533 0.029 0.012 -1.076 0.558 0.520 0.017 0.013 -0.949 0.607 0.525 0.041 0.044 -1.030 0.512 0.520 -0.004 0.030

[8]
A cluster of 2 separate species, C2H8N2O2 in total. Source: OMol25; level of theory: the ωB97M-V functional and the def2-TZVPD basis.

Structure (ORCA input):
```
! wB97M-V def2-TZVPD RIJCOSX def2/J DEFGRID3
* xyz 0 1
N 0.259 -2.006 1.726
C 1.350 -1.114 1.183
C 1.412 0.207 1.928
N 1.663 1.304 1.149
O 1.244 0.277 3.121
H -0.044 -1.517 2.569
H -0.539 -1.883 1.089
H 1.265 -0.980 0.108
H 2.263 -1.673 1.403
H 1.835 1.213 0.160
H 2.105 2.083 1.612
O -4.556 1.104 -5.489
H -4.136 1.860 -5.931
H -4.119 1.125 -4.629
*
```

Calculated values
LUMO level in eV: 0.712
HOMO level in eV: -9.72
Structure (SMILES): NCC(N)=O.O
ΔE to the lowest compared entry with this formula, charge and spin in eV: 0.8159
Energy in Ha: -341.00044

Computed Löwdin charges, given in elementary charges: 0.000 -0.184 -0.557 0.152 0.060 0.051 0.063 0.102 0.114 0.094 0.106 -0.069 0.038 0.031